# 1
{
  "formula": "C13H13N2",
  "method": "ωB97M-V/def2-TZVPD",
  "elements": ["C", "C", "C", "C", "C", "C", "C", "C", "C", "C", "C", "C", "C", "N", "N", "H", "H", "H", "H", "H", "H", "H", "H", "H", "H", "H", "H", "H"],
  "coordinates": [[2.089, -2.163, -0.321], [3.183, -1.436, -0.837], [0.843, -1.580, -0.222], [2.950, -0.244, -1.434], [0.590, -0.219, -0.760], [1.656, 0.376, -1.429], [-1.324, 0.992, -2.366], [0.784, 1.871, -3.058], [-1.450, 1.013, 2.567], [-1.116, -0.141, 2.005], [-1.328, 1.485, -0.938], [-0.765, 0.253, -0.344], [-1.584, -0.496, 0.614], [-0.288, 1.169, -3.046], [1.718, 1.557, -2.166], [2.059, -3.215, -0.160], [4.097, -1.835, -0.941], [0.136, -2.297, 0.277], [3.755, 0.328, -1.851], [-2.128, 0.410, -2.784], [-1.159, 1.194, 3.625], [-2.170, 1.523, 1.941], [-0.398, -0.797, 2.369], [-0.521, 2.312, -0.919], [-2.336, 1.615, -0.657], [-1.402, -1.618, 0.463], [-2.655, -0.316, 0.426], [2.574, 1.916, -2.312]],
  "lowdin_charge": [-0.031, -0.003, 0.004, 0.024, -0.041, -0.126, -0.114, -0.028, 0.072, -0.141, -0.059, -0.053, -0.160, 0.064, 0.085, 0.112, 0.087, 0.127, 0.126, 0.138, 0.100, 0.073, 0.090, 0.180, 0.111, 0.130, 0.145, 0.088],
  "lumo_ev": [-5.75, -5.75],
  "total_energy_ha": -612.23677,
  "e_homo_ev": [-12.18, -12.17],
  "fmax_ev_per_a": 4.50,
  "charge": 1
}



# 2
{
  "formula": "C19H21N10S4Sn",
  "method": "ωB97M-V/def2-TZVPD",
  "elements": ["Sn", "C", "C", "N", "N", "C", "N", "S", "C", "C", "C", "C", "C", "N", "H", "H", "H", "H", "H", "H", "H", "H", "H", "H", "N", "C", "N", "C", "C", "S", "C", "C", "S", "C", "N", "N", "H", "H", "H", "H", "H", "H", "C", "C", "C", "C", "N", "C", "S", "N", "H", "H", "H", "H", "H"],
  "coordinates": [[-0.012, 0.809, 0.099], [3.926, -0.661, 2.921], [2.696, -0.549, 2.084], [2.441, 0.446, 1.302], [3.342, 1.430, 1.119], [3.137, 2.482, 0.302], [4.133, 3.337, 0.127], [1.657, 2.775, -0.474], [1.717, -1.650, 2.078], [1.907, -2.824, 2.807], [1.000, -3.863, 2.661], [-0.063, -3.713, 1.786], [-0.200, -2.496, 1.130], [0.646, -1.491, 1.281], [4.331, 0.315, 3.187], [3.732, -1.193, 3.848], [4.699, -1.213, 2.385], [4.266, 1.345, 1.541], [5.024, 3.256, 0.598], [4.017, 4.110, -0.515], [2.739, -2.954, 3.479], [1.131, -4.775, 3.220], [-0.764, -4.515, 1.616], [-1.031, -2.319, 0.456], [0.145, 0.543, 3.943], [-0.766, 1.405, 3.501], [-0.938, 1.732, 2.241], [-1.944, 2.661, 2.098], [-2.538, 3.029, 3.288], [-1.848, 2.224, 4.616], [-2.286, 3.194, 0.811], [-3.226, 4.186, 0.588], [-3.306, 4.613, -1.053], [-2.047, 3.409, -1.390], [-1.646, 2.760, -0.321], [-1.588, 3.206, -2.618], [0.720, 0.044, 3.284], [0.207, 0.326, 4.925], [-3.339, 3.727, 3.434], [-3.860, 4.670, 1.307], [-1.889, 3.774, -3.395], [-0.802, 2.589, -2.771], [-2.038, -4.612, -4.504], [-1.846, -3.144, -4.632], [-2.478, -2.402, -5.646], [-2.175, -1.051, -5.632], [-1.379, -0.504, -4.752], [-0.803, -1.240, -3.796], [0.242, -0.517, -2.672], [-1.056, -2.545, -3.773], [-2.466, -5.031, -5.410], [-2.712, -4.836, -3.675], [-1.079, -5.082, -4.295], [-3.140, -2.844, -6.371], [-2.589, -0.373, -6.370]],
  "lowdin_charge": [1.072, 0.014, -0.257, 0.014, 0.006, -0.767, 0.157, 0.622, -0.262, 0.029, 0.004, 0.009, -0.112, -0.025, 0.089, 0.093, 0.126, 0.160, 0.144, 0.129, 0.120, 0.132, 0.129, 0.114, 0.183, -0.615, -0.025, -0.303, -0.258, 1.214, -0.287, -0.245, 1.222, -0.598, -0.040, 0.211, 0.069, 0.135, 0.102, 0.105, 0.142, 0.103, -0.012, -0.306, 0.070, -0.105, 0.050, -0.846, 0.657, 0.102, 0.088, 0.097, 0.094, 0.130, 0.124],
  "lumo_ev": [-9.80, -11.54],
  "total_energy_ha": -3090.33466,
  "e_homo_ev": [-15.59, -15.71],
  "fmax_ev_per_a": 2.60,
  "charge": 3
}



# 3
{
  "formula": "H20O10",
  "method": "ωB97M-V/def2-TZVPD",
  "elements": ["O", "H", "H", "O", "H", "H", "O", "H", "H", "O", "H", "H", "O", "H", "H", "O", "H", "H", "O", "H", "H", "O", "H", "H", "O", "H", "H", "O", "H", "H"],
  "coordinates": [[-1.593, 1.480, -1.156], [-1.490, 1.700, -0.213], [-1.580, 2.346, -1.611], [2.280, 2.770, -1.021], [2.972, 3.039, -0.475], [2.104, 1.853, -0.914], [3.341, -2.274, 0.678], [4.284, -2.360, 0.418], [3.033, -1.760, -0.086], [-1.464, 1.433, 1.902], [-2.242, 1.983, 1.789], [-0.737, 1.782, 2.429], [-3.521, -1.648, 0.039], [-3.002, -1.669, 0.894], [-4.318, -1.994, 0.379], [-1.963, -1.235, 2.202], [-2.187, -0.268, 2.224], [-1.377, -1.236, 1.404], [2.680, 0.801, 1.490], [2.922, 0.587, 0.617], [2.674, 0.040, 2.073], [1.935, -0.028, -1.346], [2.714, -0.160, -1.936], [1.279, -0.180, -2.048], [-2.331, -1.090, -2.753], [-1.386, -0.899, -2.864], [-2.537, -1.542, -1.889], [-0.255, -0.733, 0.237], [0.593, -0.524, -0.147], [-0.817, -0.209, -0.310]],
  "lowdin_charge": [-0.061, 0.012, 0.069, -0.018, 0.004, -0.043, -0.058, 0.058, 0.001, -0.036, 0.070, 0.083, -0.066, 0.008, 0.011, -0.102, 0.033, 0.001, -0.029, -0.037, 0.044, -0.063, 0.108, 0.088, -0.091, 0.012, 0.026, -0.021, 0.004, -0.008],
  "lumo_ev": -0.44,
  "total_energy_ha": -764.35873,
  "e_homo_ev": -10.54,
  "fmax_ev_per_a": 2.64
}



# 4
{
  "formula": "C3H8NOS",
  "method": "ωB97M-V/def2-TZVPD",
  "elements": ["C", "C", "S", "N", "C", "O", "H", "H", "H", "H", "H", "H", "H", "H"],
  "coordinates": [[0.764, 0.731, -0.520], [-0.155, -0.498, -0.490], [-0.594, -1.251, -2.046], [0.814, 1.479, 0.698], [0.523, 0.667, 2.093], [-0.744, 0.408, 2.424], [1.716, 0.378, -0.953], [0.178, 1.408, -1.159], [-1.139, -0.209, 0.023], [0.164, -1.210, 0.146], [-0.298, -2.631, -1.749], [0.074, 2.139, 0.803], [1.223, -0.170, 1.906], [1.057, 1.298, 2.937]],
  "lowdin_charge": [-0.361, -0.650, 0.612, -0.088, -0.524, -0.339, 0.094, 0.094, 0.086, 0.008, -0.115, 0.048, 0.057, 0.078],
  "lumo_ev": 3.15,
  "total_energy_ha": -647.23680,
  "e_homo_ev": -2.84,
  "fmax_ev_per_a": 4.02,
  "charge": -1
}



# 5
{
  "formula": "C3H4N4O",
  "method": "ωB97M-V/def2-TZVPD",
  "elements": ["C", "C", "C", "H", "H", "H", "H", "N", "N", "N", "N", "O"],
  "coordinates": [[-2.194, 0.285, -0.174], [1.630, -0.952, -0.115], [1.192, 1.149, 0.073], [-2.080, -0.798, -0.260], [-3.166, 0.694, -0.421], [-0.094, -1.587, 0.742], [2.151, -1.899, -0.195], [-1.208, 1.020, 0.050], [-0.012, 0.449, 0.362], [0.256, -0.894, 0.101], [2.209, 0.186, -0.151], [1.317, 2.346, -0.012]],
  "lowdin_charge": [-0.033, -0.148, -0.476, 0.063, 0.070, 0.139, 0.129, 0.044, -0.083, 0.052, 0.152, 0.091],
  "lumo_ev": 0.42,
  "total_energy_ha": -410.91428,
  "e_homo_ev": -9.49,
  "fmax_ev_per_a": 1.63
}



# 6
{
  "formula": "C6H8O2",
  "method": "ωB97M-V/def2-TZVPD",
  "elements": ["C", "C", "C", "C", "C", "C", "H", "H", "H", "H", "H", "H", "H", "H", "O", "O"],
  "coordinates": [[1.957, -1.266, -0.703], [2.115, -0.203, 0.342], [1.321, 0.864, 0.533], [0.372, 1.416, -0.420], [-0.845, 0.955, -0.655], [-1.517, -0.180, 0.016], [2.819, -1.539, -1.264], [1.592, -2.172, -0.179], [1.193, -0.983, -1.454], [2.826, -0.464, 1.102], [1.406, 1.462, 1.437], [0.769, 2.321, -0.874], [-1.414, 1.281, -1.532], [-0.348, 0.083, 1.555], [-1.180, -0.445, 1.268], [-2.478, -0.742, -0.450]],
  "lowdin_charge": [-0.077, -0.126, -0.165, -0.095, -0.008, -0.561, 0.058, 0.096, 0.083, 0.098, 0.115, 0.120, 0.127, 0.132, 0.100, 0.103],
  "lumo_ev": 0.47,
  "total_energy_ha": -383.86318,
  "e_homo_ev": -10.07,
  "fmax_ev_per_a": 3.08
}



# 7
{
  "formula": "C3H5IOS",
  "method": "ωB97M-V/def2-TZVPD",
  "elements": ["C", "C", "C", "O", "S", "I", "H", "H", "H", "H", "H"],
  "coordinates": [[-0.366, 0.902, -0.307], [-0.370, 0.069, 1.023], [-0.251, -1.261, -1.095], [-0.453, 0.019, -1.401], [-0.503, -1.713, 0.520], [2.994, 0.541, 0.631], [-1.207, 1.729, -0.433], [0.591, 1.348, -0.262], [0.616, 0.217, 1.420], [-1.127, 0.101, 1.866], [0.077, -1.953, -1.963]],
  "lowdin_charge": [-0.241, -0.411, -0.348, -0.083, 1.036, -0.242, 0.178, -0.029, -0.118, 0.099, 0.158],
  "lumo_ev": -2.07,
  "total_energy_ha": -888.34042,
  "e_homo_ev": -7.35,
  "fmax_ev_per_a": 4.23
}



# 8
{
  "formula": "C9H22O6",
  "method": "ωB97M-V/def2-TZVPD",
  "elements": ["C", "C", "O", "C", "O", "O", "H", "H", "H", "H", "C", "C", "O", "H", "H", "H", "H", "H", "H", "C", "C", "O", "H", "H", "H", "H", "H", "H", "C", "C", "O", "H", "H", "H", "H", "H", "H"],
  "coordinates": [[-1.789, -0.581, 1.115], [-0.241, -0.528, 1.079], [-0.035, -1.851, 1.413], [-1.098, -2.619, 1.116], [-1.030, -3.788, 1.124], [-2.170, -1.881, 0.801], [-2.058, 0.151, 0.353], [-2.055, -0.245, 2.117], [0.241, 0.055, 1.864], [0.196, -0.192, 0.138], [-8.397, -6.691, -0.734], [-7.670, -7.811, 0.006], [-7.694, -8.942, -0.844], [-8.691, -5.919, -0.023], [-9.350, -6.868, -1.231], [-7.740, -6.291, -1.506], [-8.176, -8.109, 0.924], [-6.628, -7.601, 0.251], [-6.874, -8.794, -1.321], [2.338, 4.816, -3.926], [2.735, 5.801, -4.958], [1.541, 6.364, -5.472], [2.387, 5.285, -2.943], [2.854, 3.859, -4.000], [1.293, 4.510, -3.972], [3.345, 5.501, -5.810], [3.353, 6.541, -4.449], [1.679, 7.270, -5.761], [7.492, 2.933, 4.118], [5.979, 2.939, 3.812], [5.399, 4.168, 3.503], [7.726, 3.229, 5.140], [7.884, 3.690, 3.438], [8.038, 2.004, 3.957], [5.365, 2.747, 4.692], [5.839, 2.187, 3.035], [6.014, 4.660, 2.953]],
  "lowdin_charge": [-0.145, -0.138, 0.059, -0.597, 0.191, 0.103, 0.131, 0.134, 0.133, 0.128, -0.093, -0.320, -0.088, 0.065, 0.073, 0.069, 0.107, 0.111, 0.076, -0.098, -0.340, -0.081, 0.076, 0.074, 0.076, 0.108, 0.105, 0.080, -0.076, -0.343, -0.073, 0.069, 0.065, 0.070, 0.111, 0.102, 0.075],
  "lumo_ev": 0.51,
  "total_energy_ha": -807.46624,
  "e_homo_ev": -10.10,
  "fmax_ev_per_a": 3.87
}